Record 1
This record from OMol25 describes a structure of composition C35H44GeKN6O2Se. The level of theory is ωB97M-V/def2-TZVPD.

Last column: Löwdin charge in e.
Positions of all 90 atoms, in Å:
K (0.048, -1.340, -0.629)  0.74
C (-2.809, -1.408, -2.747)  -0.14
N (-2.736, -1.190, -1.315)  -0.18
C (-3.032, -2.415, -0.597)  -0.15
C (-2.707, -2.396, 0.883)  -0.27
C (-3.128, -3.449, 1.692)  -0.03
C (-2.734, -3.465, 3.018)  -0.07
C (-1.940, -2.434, 3.501)  -0.05
C (-1.585, -1.420, 2.627)  -0.11
N (-1.970, -1.398, 1.354)  0.08
C (-3.502, -0.040, -0.863)  -0.13
C (-2.823, 1.253, -1.241)  -0.27
C (-3.358, 2.107, -2.198)  -0.03
C (-2.645, 3.237, -2.567)  -0.07
C (-1.426, 3.481, -1.958)  -0.07
C (-0.988, 2.582, -0.993)  -0.15
N (-1.660, 1.499, -0.637)  0.14
C (-1.930, -0.557, -3.637)  -0.26
C (-2.243, -0.507, -4.996)  -0.03
C (-1.403, 0.169, -5.860)  -0.08
C (-0.274, 0.786, -5.345)  -0.07
C (-0.054, 0.695, -3.981)  -0.12
N (-0.857, 0.047, -3.142)  0.12
H (-3.850, -1.310, -3.109)  0.13
H (-2.477, -2.431, -2.942)  0.12
H (-2.413, -3.198, -1.048)  0.12
H (-4.086, -2.729, -0.719)  0.13
H (-3.730, -4.247, 1.275)  0.11
H (-3.028, -4.282, 3.666)  0.10
H (-1.586, -2.424, 4.523)  0.10
H (-0.942, -0.604, 2.937)  0.09
H (-3.561, -0.072, 0.222)  0.12
H (-4.528, -0.060, -1.274)  0.12
H (-4.307, 1.865, -2.661)  0.11
H (-3.031, 3.907, -3.325)  0.10
H (-0.822, 4.343, -2.211)  0.09
H (-0.049, 2.742, -0.469)  0.07
H (-3.131, -1.008, -5.360)  0.11
H (-1.622, 0.211, -6.920)  0.10
H (0.424, 1.321, -5.975)  0.10
H (0.816, 1.167, -3.534)  0.11
C (0.685, -3.642, -4.616)  -0.06
C (0.879, -3.440, -3.107)  -0.53
O (-0.175, -3.097, -2.477)  -0.20
C (2.139, -3.714, -2.599)  -0.08
C (2.664, -3.598, -1.251)  -0.37
C (3.882, -4.444, -0.936)  -0.07
N (2.155, -2.815, -0.361)  -0.05
N (2.763, -2.840, 0.898)  0.03
C (2.309, -1.906, 1.701)  -0.52
O (1.449, -0.980, 1.520)  -0.23
C (2.949, -1.943, 3.074)  -0.14
C (4.120, -2.653, 3.340)  -0.04
C (4.674, -2.656, 4.611)  -0.11
C (4.064, -1.953, 5.645)  -0.13
C (2.900, -1.243, 5.390)  -0.11
C (2.352, -1.236, 4.114)  -0.05
H (-0.245, -3.155, -4.910)  0.05
H (0.612, -4.706, -4.860)  0.06
H (1.511, -3.226, -5.197)  0.06
H (2.848, -4.116, -3.318)  0.07
H (4.108, -5.119, -1.761)  0.05
H (3.713, -5.016, -0.024)  0.06
H (4.749, -3.810, -0.738)  0.07
H (4.571, -3.203, 2.525)  0.10
H (5.587, -3.210, 4.798)  0.09
H (4.500, -1.954, 6.638)  0.08
H (2.420, -0.685, 6.186)  0.09
H (1.462, -0.665, 3.889)  0.06
C (0.119, 6.825, 2.935)  -0.23
Ge (0.090, 5.055, 2.055)  0.74
C (-1.741, 4.370, 2.138)  -0.22
C (0.686, 5.357, 0.204)  -0.22
C (1.270, 3.823, 3.035)  -0.63
Se (1.163, 1.981, 2.379)  0.90
C (2.504, 2.028, 0.983)  -0.39
H (-0.541, 7.524, 2.418)  0.01
H (1.126, 7.245, 2.934)  0.01
H (-0.216, 6.747, 3.970)  0.01
H (-2.411, 5.008, 1.558)  0.02
H (-2.078, 4.372, 3.176)  0.02
H (-1.808, 3.350, 1.758)  0.00
H (-0.052, 5.969, -0.316)  0.02
H (0.823, 4.436, -0.360)  -0.02
H (1.635, 5.897, 0.208)  0.02
H (0.932, 3.786, 4.073)  0.00
H (2.304, 4.168, 3.068)  0.01
H (2.546, 3.016, 0.527)  0.01
H (2.205, 1.279, 0.255)  0.01
H (3.479, 1.757, 1.382)  0.03

Summary:
Charge: -1
Max |F| in eV/A: 0.536
Energy relative to the best compared isomer or geometry (same formula, charge and spin) in kJ/mol: 68.34
E in hartree: -6917.4723
Highest occupied orbital energy in eV: -2.77
LUMO in eV: 2.12

=====

Record 2
This record from OMol25 describes a structure of composition C38H30BClCsFK2N2NaO18PS in a non-equilibrium geometry. The level of theory is ωB97M-V/def2-TZVPD.

Last column: Löwdin charge in e.
Positions of all 97 atoms, in Å:
C (-4.061, -4.183, -1.493)  0.14
C (-4.539, -3.393, -2.258)  -0.10
C (-5.314, -2.375, -3.008)  -0.13
C (-4.435, -1.651, -4.008)  -0.09
C (-4.026, -0.327, -3.702)  0.05
C (-3.209, 0.404, -4.541)  -0.15
C (-2.883, 1.823, -4.048)  -0.14
C (-3.290, 2.877, -5.086)  -0.27
O (-4.445, 2.938, -5.444)  0.05
C (-2.718, -0.145, -5.780)  -0.15
P (-1.613, 0.752, -6.861)  0.63
N (-0.515, 1.623, -6.053)  -0.25
O (-2.590, 1.765, -7.836)  -0.70
O (-0.693, -0.271, -7.848)  -0.21
C (-3.174, -1.464, -6.105)  -0.07
C (-4.007, -2.181, -5.218)  -0.02
C (-4.407, -3.595, -5.606)  -0.26
O (-5.458, -4.096, -5.321)  0.16
C (-3.335, -4.318, -6.392)  -0.17
N (-3.137, -5.735, -6.266)  0.18
C (-3.106, -6.144, -5.097)  -0.27
O (-3.228, -6.642, -4.065)  0.23
C (-2.551, -3.631, -7.232)  0.08
C (-2.830, -2.156, -7.375)  -0.36
O (-2.826, -1.628, -8.472)  0.07
H (-3.507, -4.853, -0.874)  0.04
H (-6.199, -2.821, -3.464)  0.12
H (-5.693, -1.622, -2.308)  0.12
H (-4.354, 0.093, -2.757)  0.12
H (-1.850, 1.914, -3.696)  0.11
H (-3.520, 2.035, -3.161)  0.03
H (-2.588, 3.628, -5.501)  0.12
H (-0.648, 1.453, -5.046)  -0.02
H (-2.383, 1.475, -8.749)  -0.03
H (-0.076, -0.722, -7.232)  -0.04
H (-1.756, -4.107, -7.794)  0.13
K (0.680, -0.473, -5.577)  1.00
C (-2.563, 0.023, 0.016)  -0.11
C (-1.744, 0.873, -0.978)  -0.53
O (-1.394, 0.146, -2.039)  -0.25
H (-1.972, -0.817, 0.380)  0.07
H (-2.861, 0.625, 0.887)  0.06
H (-3.479, -0.367, -0.446)  0.04
H (-0.927, 1.322, -0.382)  0.10
H (-2.409, 1.783, -1.185)  0.05
Cs (-1.595, 3.521, -8.753)  1.42
C (3.536, 5.249, 1.912)  -0.07
C (4.329, 5.305, 3.056)  -0.07
C (4.057, 4.474, 4.126)  -0.01
C (2.983, 3.591, 4.065)  -0.09
C (2.174, 3.554, 2.928)  -0.12
C (2.463, 4.378, 1.849)  -0.01
C (0.991, 2.653, 2.860)  -0.45
O (0.265, 2.648, 1.885)  -0.02
C (0.691, 1.791, 4.035)  -0.12
C (-0.433, 0.971, 4.017)  -0.01
C (-0.701, 0.143, 5.094)  -0.07
C (0.160, 0.125, 6.191)  -0.09
C (1.267, 0.950, 6.213)  -0.02
C (1.533, 1.792, 5.143)  -0.08
C (2.719, 2.687, 5.207)  -0.27
O (3.451, 2.671, 6.183)  0.07
H (3.758, 5.891, 1.069)  0.10
H (5.163, 5.994, 3.105)  0.10
H (4.677, 4.508, 5.012)  0.11
H (1.846, 4.334, 0.963)  0.11
H (-1.089, 0.979, 3.157)  0.11
H (-1.575, -0.499, 5.078)  0.09
H (-0.007, -0.525, 7.037)  0.05
H (1.938, 0.941, 7.064)  0.10
Cl (2.329, 0.659, 1.502)  -0.27
C (0.897, 1.269, 10.671)  -0.22
S (1.273, -0.343, 9.992)  0.85
O (0.165, -0.713, 9.056)  -0.65
C (0.990, -1.265, 11.529)  -0.32
H (0.976, 1.994, 9.862)  0.07
H (-0.116, 1.272, 11.073)  0.07
H (1.620, 1.508, 11.450)  0.07
H (-0.031, -1.102, 11.879)  0.08
H (1.703, -0.940, 12.284)  0.08
H (1.139, -2.323, 11.336)  -0.06
K (0.308, -3.055, 9.741)  1.02
B (5.762, -1.993, -0.942)  -0.86
O (4.435, -2.052, -1.625)  0.25
C (4.510, -1.356, -2.726)  -0.41
O (3.608, -1.200, -3.519)  0.06
C (5.913, -0.779, -2.859)  -0.41
O (6.300, -0.095, -3.773)  0.11
O (6.622, -1.161, -1.823)  0.25
O (5.648, -1.424, 0.407)  0.18
C (6.085, -2.333, 1.280)  -0.42
O (6.125, -2.211, 2.469)  0.14
C (6.517, -3.569, 0.507)  -0.39
O (6.957, -4.586, 0.971)  0.12
O (6.321, -3.350, -0.788)  0.22
Na (-4.531, 3.346, -2.411)  0.75
F (7.506, -0.158, 0.982)  -0.45

Summary:
Charge: 0
Max |F| in eV/A: 7.671
E in hartree: -5636.2470
Highest occupied orbital energy in eV: -3.81
LUMO in eV: -2.69

=====

Record 3
This record from OMol25 describes a cluster of 7 separate species, C7H10Cl18 in total in a non-equilibrium geometry. The level of theory is ωB97M-V/def2-TZVPD.

Last column: Löwdin charge in e.
Positions of all 35 atoms, in Å:
C (2.845, -1.769, -2.140)  -1.46
Cl (1.705, -0.383, -2.395)  0.50
Cl (3.683, -2.207, -3.632)  0.53
Cl (1.968, -3.234, -1.525)  0.48
H (3.655, -1.540, -1.448)  0.02
C (-1.283, 4.268, -3.506)  -1.53
Cl (-1.043, 2.875, -2.394)  0.49
Cl (-2.046, 3.750, -5.012)  0.53
Cl (0.201, 5.148, -3.757)  0.54
H (-2.007, 4.943, -3.049)  0.01
C (-0.754, 0.467, -0.016)  -1.56
Cl (-1.874, 1.726, 0.595)  0.51
Cl (-1.643, -0.494, -1.171)  0.56
Cl (-0.054, -0.504, 1.278)  0.57
H (0.033, 1.078, -0.459)  -0.07
C (-3.630, -3.792, -1.232)  -1.52
Cl (-3.735, -4.052, -2.978)  0.51
Cl (-2.915, -5.243, -0.501)  0.51
Cl (-5.255, -3.437, -0.555)  0.50
H (-3.033, -2.908, -1.007)  -0.04
C (-1.556, 0.692, 4.170)  -1.04
Cl (-2.891, -0.382, 3.768)  0.49
Cl (-1.917, 1.601, 5.727)  0.45
H (-0.581, 0.205, 4.175)  -0.03
H (-1.506, 1.473, 3.412)  -0.03
C (3.195, 3.084, -0.883)  -1.07
Cl (3.079, 2.951, -2.603)  0.52
Cl (1.661, 3.520, -0.183)  0.53
H (3.410, 2.091, -0.490)  0.02
H (4.003, 3.773, -0.638)  0.04
C (1.634, -2.833, 3.607)  -0.99
Cl (0.224, -2.369, 4.533)  0.56
Cl (3.244, -2.156, 4.165)  0.46
H (1.708, -3.918, 3.534)  0.03
H (1.476, -2.425, 2.609)  -0.03

Summary:
Charge: 0
Max |F| in eV/A: 1.409
Energy relative to the best compared isomer or geometry (same formula, charge and spin) in kJ/mol: 57.58
E in hartree: -8556.1308
Highest occupied orbital energy in eV: -10.81
LUMO in eV: 0.06

=====

Record 4
This record from OMol25 describes a cluster of 2 separate species, C2H6NO2P in total in a non-equilibrium geometry. The level of theory is ωB97M-V/def2-TZVPD.

Last column: Löwdin charge in e.
Positions of all 12 atoms, in Å:
C (-1.142, 1.053, 0.734)  -0.21
C (-0.366, -1.250, -1.143)  -0.23
N (3.107, 1.274, -0.123)  0.03
O (3.805, 0.709, 0.581)  -0.03
O (0.072, -1.311, 1.395)  -0.41
P (0.110, -0.297, 0.356)  0.68
H (-1.633, 1.334, -0.201)  0.04
H (-1.674, 0.938, 1.652)  0.03
H (-0.614, 1.965, 0.846)  0.00
H (-1.121, -0.733, -1.807)  0.05
H (0.458, -1.656, -1.650)  0.00
H (-1.001, -2.025, -0.641)  0.05

Summary:
Charge: 0
Max |F| in eV/A: 3.470
Energy relative to the best compared isomer or geometry (same formula, charge and spin) in kJ/mol: 393.76
E in hartree: -626.2704
Highest occupied orbital energy (alpha / beta) in eV: -8.64 / -8.18
LUMO (alpha / beta) in eV: -0.85 / 0.22

=====

What is the E in the fourth record?
-626.2704 hartree

=====

Among the records above, which one has the lowest charge?
C35H44GeKN6O2Se

=====

Among the records above, which one has the highest max |F|?
C38H30BClCsFK2N2NaO18PS